Entry 1:
The following is a quantum chemistry calculation of a 2-piece molecular cluster, C3H4Cl4S2 overall, from the OMol25 dataset.

Positions of all 13 atoms, in Å:
C  1.3404  1.3510  1.4375
C  1.8097  0.1613  1.1757
Cl  2.4433  -0.6206  -0.2625
Cl  1.5881  -0.9945  2.4594
H  1.3162  1.6913  2.4811
H  1.2531  2.0461  0.6010
Cl  -2.0944  -2.9040  -0.6063
C  -1.2085  -1.5889  0.0249
S  -2.3655  -0.4472  1.0626
S  -3.1943  -1.7935  2.3647
Cl  -2.2901  -1.8542  4.1878
H  -0.7417  -1.0460  -0.8249
H  -0.3688  -1.8695  0.7222

Summary:
* spin multiplicity: 1
* HOMO energy: -0.343 Ha
* frontier orbital gap: 9.12 eV
* total charge: 0
* SMILES: C=C(Cl)Cl.ClCSSCl
* lowest unoccupied orbital energy: -0.205 eV

These are the natural (NBO) partial charges, in e, on atoms 1 to 5: atom 1 (C): -0.4337, atom 2 (C): -0.0762, atom 3 (Cl): 0.0396, atom 4 (Cl): 0.0047, atom 5 (H): 0.2469

Entry 2:
The following is a quantum chemistry calculation of a 2-piece molecular cluster, C3H4ClF2NO4 overall, from the OMol25 dataset.

Positions of all 15 atoms, in Å:
C  -1.5447  0.1679  0.4467
C  -0.0370  0.1246  0.5861
C  0.9890  -0.6445  -1.1487
N  0.6273  1.3223  0.6288
O  0.1022  2.3773  0.3455
O  1.8748  1.2176  0.8599
O  -2.1901  -1.0155  0.2234
O  2.1744  -0.2102  -1.0307
F  0.1362  -0.4017  -2.1860
F  0.6947  -1.9418  -0.9150
Cl  0.4204  -1.1259  1.6955
H  -1.8227  0.9419  -0.3778
H  -1.9080  0.4777  1.4117
H  -1.8995  -1.6516  -0.5067
H  2.3832  0.3621  -0.0328

Summary:
* spin multiplicity: 1
* HOMO energy: -0.374 Ha
* frontier orbital gap: 8.86 eV
* total charge: 0
* lowest unoccupied orbital energy: -1.302 eV

These are the natural (NBO) partial charges, in e, on atoms 1 to 5: atom 1 (C): -0.0985, atom 2 (C): -0.0778, atom 3 (C): 1.0595, atom 4 (N): 0.4579, atom 5 (O): -0.3235

Entry 3:
The following is a quantum chemistry calculation of a single C3H4ClFN2O molecule, from the OMol25 dataset.

Positions of all 12 atoms, in Å:
C  -2.0909  -0.1154  0.2774
C  -0.8265  0.2804  -0.3792
C  1.5291  -0.4820  -0.4729
N  -2.9169  -0.5663  0.9307
N  0.2408  -0.4261  0.4478
O  -0.5817  1.6518  -0.3829
F  2.0308  -1.6714  -0.2163
Cl  2.5908  0.7916  0.4184
H  -0.9531  -0.1037  -1.4395
H  0.3090  1.8503  -0.9123
H  -0.0026  -1.4253  0.7154
H  0.6712  0.2159  1.0133

Summary:
* spin multiplicity: 1
* HOMO energy: -0.309 Ha
* frontier orbital gap: 8.83 eV
* total charge: 0
* lowest unoccupied orbital energy: 0.405 eV

These are the natural (NBO) partial charges, in e, on atoms 1 to 5: atom 1 (C): 0.2173, atom 2 (C): 0.1762, atom 3 (C): 0.1155, atom 4 (N): -0.2533, atom 5 (N): -0.6487

Entry 4:
The following is a quantum chemistry calculation of a single C3H4ClFN2S molecule, from the OMol25 dataset.

Positions of all 12 atoms, in Å:
N  -1.1945  -0.9400  1.5194
C  -0.1199  -0.3357  1.0418
F  1.0299  -0.6307  1.7175
N  0.1882  -1.0872  -0.5663
C  0.4969  -0.1616  -1.3091
Cl  0.6816  -0.4014  -3.0598
C  0.6415  1.2264  -0.8805
S  -0.2499  1.3798  0.7544
H  -1.9793  -0.7023  0.9484
H  -1.2051  -1.9510  1.8430
H  1.5909  1.6052  -0.5859
H  0.1196  1.9986  -1.4230

Summary:
* spin multiplicity: 1
* HOMO energy: -0.352 Ha
* frontier orbital gap: 10.12 eV
* total charge: 0
* SMILES: N[C@@]1(F)N=C(Cl)CS1
* lowest unoccupied orbital energy: 0.538 eV

These are the natural (NBO) partial charges, in e, on atoms 1 to 5: atom 1 (N): -0.8450, atom 2 (C): 0.4868, atom 3 (F): -0.3430, atom 4 (N): -0.4290, atom 5 (C): 0.2075

Entry 5:
The following is a quantum chemistry calculation of a single C3H4ClFO molecule, from the OMol25 dataset.

Positions of all 10 atoms, in Å:
O  -1.1302  -0.4481  1.5369
C  -1.0730  -0.6165  0.1743
C  0.0988  -1.3688  -0.5054
C  0.0440  0.0558  -0.4704
F  -0.2885  0.5927  -1.7138
Cl  1.1865  0.9136  0.4416
H  -1.6631  -1.1478  1.8690
H  -2.1255  -0.7846  -0.2018
H  0.1242  -1.8223  -1.4567
H  0.7133  -1.9479  0.2194

Summary:
* spin multiplicity: 1
* HOMO energy: -0.372 Ha
* frontier orbital gap: 10.84 eV
* total charge: 0
* SMILES: O[C@@H]1C[C@]1(F)Cl
* lowest unoccupied orbital energy: 0.725 eV

These are the natural (NBO) partial charges, in e, on atoms 1 to 5: atom 1 (O): -0.6778, atom 2 (C): 0.0619, atom 3 (C): -0.4952, atom 4 (C): 0.2527, atom 5 (F): -0.3351

Entry 6:
The following is a quantum chemistry calculation of C3H4ClIN2 as an isolated structure, from the OMol25 dataset.

Positions of all 11 atoms, in Å:
C  -1.0982  -0.7210  0.8483
C  -0.8670  -0.3087  -0.5412
C  -0.0043  0.9497  -0.3053
N  -0.5110  0.0990  1.6318
N  0.1395  1.0075  0.9981
Cl  0.6168  1.9528  -1.4960
I  0.2821  -1.6462  -1.7855
H  -1.6055  -1.5518  1.0817
H  2.7292  0.0095  0.4251
H  -1.7435  -0.2097  -1.2588
H  2.0620  0.4191  0.4019

Summary:
* spin multiplicity: 1
* HOMO energy: -0.357 Ha
* frontier orbital gap: 8.47 eV
* total charge: 0
* lowest unoccupied orbital energy: -1.238 eV

These are the natural (NBO) partial charges, in e, on atoms 1 to 5: atom 1 (C): 0.0367, atom 2 (C): -0.4799, atom 3 (C): 0.1507, atom 4 (N): -0.2046, atom 5 (N): -0.2756

Entry 7:
The following is a quantum chemistry calculation of a 2-piece molecular cluster, C3H4ClIN2S overall, from the OMol25 dataset.

Positions of all 12 atoms, in Å:
C  1.4533  0.6081  0.2332
C  -3.2901  -2.3134  -0.3552
C  1.3453  2.0738  0.5691
N  -2.8484  -2.1355  -1.4482
N  0.4372  -0.1011  0.0518
S  -0.0159  -1.5643  -0.4165
Cl  -3.0303  -2.0634  1.1872
I  3.4815  -0.0127  0.0852
H  2.0374  2.3469  1.3069
H  0.3789  2.4794  0.5814
H  1.8192  2.6915  -0.2993
H  -1.7680  -2.0093  -1.4957

Summary:
* spin multiplicity: 1
* HOMO energy (spin up / spin down): -0.279 / -0.331 Ha
* frontier orbital gap (spin up / spin down): 5.46 / 8.86 eV
* total charge: 0
* lowest unoccupied orbital energy (spin up / spin down): -2.134 / -0.132 eV

These are the natural (NBO) partial charges, in e, on atoms 1 to 5: atom 1 (C): 0.1709, atom 2 (C): 0.1974, atom 3 (C): -0.6753, atom 4 (N): -0.6036, atom 5 (N): -0.5815

Entry 8:
The following is a quantum chemistry calculation of an isolated ion of composition C3H4ClN2O2S2 and charge -1, from the OMol25 dataset.

Positions of all 14 atoms, in Å:
C  1.5867  0.4880  1.7213
C  2.1618  1.5356  0.9674
C  -0.5384  -0.4652  -0.7674
N  0.6958  -0.1939  1.1424
N  0.5775  0.1924  -0.1836
O  0.4450  2.6668  -0.6490
O  3.9666  3.1468  0.3880
S  1.4156  1.6075  -0.6407
S  3.4984  2.3539  1.4770
Cl  2.7966  3.9607  2.8534
H  1.7378  0.1765  2.7767
H  -0.6669  0.0955  -1.7840
H  -0.4248  -1.4956  -1.0929
H  -1.4346  -0.2958  -0.1164

Summary:
* spin multiplicity: 1
* HOMO energy: -0.148 Ha
* frontier orbital gap: 7.39 eV
* total charge: -1
* lowest unoccupied orbital energy: 3.365 eV

These are the natural (NBO) partial charges, in e, on atoms 1 to 5: atom 1 (C): 0.0152, atom 2 (C): -0.8979, atom 3 (C): -0.3879, atom 4 (N): -0.3156, atom 5 (N): -0.5463

Entry 9:
The following is a quantum chemistry calculation of a 2-piece molecular cluster, C3H4ClN3 overall, from the OMol25 dataset.

Positions of all 11 atoms, in Å:
C  -0.2890  -2.5393  -0.1000
C  -0.4094  -0.3910  -0.0947
C  0.0405  1.0308  -0.1080
N  0.4191  -1.4011  -0.3086
N  -1.5561  -2.2974  0.1605
N  -1.5830  -1.0069  0.1233
Cl  -3.5500  0.3631  0.1043
H  0.0688  -3.5139  -0.3269
H  -0.2967  1.6279  -0.9403
H  -0.2370  1.6090  0.7735
H  1.1762  0.9026  -0.0377

Summary:
* spin multiplicity: 1
* HOMO energy (spin up / spin down): -0.383 / -0.379 Ha
* frontier orbital gap (spin up / spin down): 6.85 / 6.93 eV
* total charge: 0
* lowest unoccupied orbital energy (spin up / spin down): -3.563 / -3.371 eV

These are the natural (NBO) partial charges, in e, on atoms 1 to 5: atom 1 (C): 0.1249, atom 2 (C): 0.2966, atom 3 (C): -0.6593, atom 4 (N): -0.4444, atom 5 (N): -0.2534

Entry 10:
The following is a quantum chemistry calculation of a single C3H4ClNO2 molecule, from the OMol25 dataset.

Positions of all 11 atoms, in Å:
N  1.0212  1.2100  -0.1134
C  -0.2978  0.8627  -0.3869
C  -0.9514  -0.2824  -0.0169
Cl  -2.6575  -0.4305  -0.4338
C  -0.2701  -1.4619  0.5251
O  -0.8018  -2.3175  1.1516
O  1.0663  -1.5182  0.0716
H  1.4809  2.0910  -0.4030
H  1.2447  1.0060  0.9170
H  -1.0238  1.3521  -1.0563
H  1.1892  -0.5113  -0.2550

Summary:
* spin multiplicity: 1
* HOMO energy: -0.343 Ha
* frontier orbital gap: 9.47 eV
* total charge: 0
* SMILES: N/C=C(/Cl)C(=O)O
* lowest unoccupied orbital energy: 0.127 eV

These are the natural (NBO) partial charges, in e, on atoms 1 to 5: atom 1 (N): -0.8521, atom 2 (C): -0.0093, atom 3 (C): -0.2207, atom 4 (Cl): 0.0228, atom 5 (C): 0.7227

Entry 11:
The following is a quantum chemistry calculation of a single C3H4ClNS molecule, from the OMol25 dataset.

Positions of all 10 atoms, in Å:
N  1.8079  1.5224  -0.1588
C  1.1792  0.3753  0.0567
S  2.1059  -1.0391  0.0568
C  -0.2646  0.5106  0.3486
C  -1.1257  -0.2841  -0.2530
Cl  -2.8162  -0.0953  -0.0058
H  2.7763  1.4030  -0.5215
H  1.3986  2.4396  -0.2495
H  -0.6052  1.2687  1.0493
H  -0.7779  -1.1340  -0.8909

Summary:
* spin multiplicity: 1
* HOMO energy: -0.312 Ha
* frontier orbital gap: 8.65 eV
* total charge: 0
* SMILES: NC(=S)/C=C/Cl
* lowest unoccupied orbital energy: 0.143 eV

These are the natural (NBO) partial charges, in e, on atoms 1 to 5: atom 1 (N): -0.7574, atom 2 (C): 0.1225, atom 3 (S): -0.2000, atom 4 (C): -0.3251, atom 5 (C): -0.1520

Entry 12:
The following is a quantum chemistry calculation of a 2-piece molecular cluster, C3H4ClO2S overall, from the OMol25 dataset.

Positions of all 11 atoms, in Å:
C  2.3416  0.9499  -0.3956
C  1.1887  0.4525  1.8896
C  1.8128  0.0108  0.7726
O  1.6216  0.8102  -1.3458
O  3.4477  1.5283  -0.3033
S  -1.0835  -0.4408  -1.3371
Cl  1.9584  -1.6151  0.4902
H  1.1583  1.5066  2.1484
H  0.6780  -0.2672  2.5271
H  -1.1700  0.8943  -1.2215
H  0.1808  -0.0063  -1.0511

Summary:
* spin multiplicity: 1
* HOMO energy: -0.178 Ha
* frontier orbital gap: 8.28 eV
* total charge: -1
* lowest unoccupied orbital energy: 3.433 eV

These are the natural (NBO) partial charges, in e, on atoms 1 to 5: atom 1 (C): 0.7522, atom 2 (C): -0.4714, atom 3 (C): -0.1488, atom 4 (O): -0.7158, atom 5 (O): -0.7353

One value per record, in order, for E: -2753.8050 -1132.1729 -861.3805 -1184.4301 -751.9414 -983.9876 -1382.1311 -1633.2435 -741.0349 -782.1069 -1029.8260 -1125.6056 Eh.
One value per record, in order, for ΔE to the lowest compared entry with this formula, charge and spin: 3.63 48.46 61.86 17.55 31.11 34.91 69.13 13.32 91.55 30.21 2.57 13.50 kcal/mol.